Formula: C31H34AsF4N5S2Ti
Source: OMol25
Level of theory: ωB97M-V/def2-TZVPD

Each line ends with the Mulliken spin population.
Geometry (Å):
As (-2.8165, 0.3224, 0.5695)  0.01
Ti (-0.1136, 0.4332, 0.0346)  1.01
S (2.2224, 1.8638, 1.2353)  -0.01
S (-0.7229, 2.7278, 0.5451)  -0.04
F (4.2646, -4.4599, 0.3978)  0.00
F (-0.3140, -4.4368, 1.4938)  0.00
F (4.0997, -1.9833, -0.5362)  0.00
F (-0.5054, -1.9108, 0.4888)  0.02
N (1.5680, -0.2857, 2.6212)  0.00
N (0.1488, 0.8268, -2.2385)  -0.02
N (0.2426, 0.1208, 2.3269)  0.00
N (3.7987, 0.2063, 2.5845)  0.00
N (1.4960, -0.6195, -0.5177)  -0.01
C (-2.7695, 4.3821, -0.2011)  0.00
C (-4.3281, -0.7573, 0.0231)  0.00
C (-3.4227, 2.1121, 0.2331)  0.01
C (-5.2815, -1.2007, 0.9348)  0.00
C (-2.0206, 1.8058, -3.0622)  0.01
C (2.5639, 0.5314, 2.1801)  0.00
C (-4.0925, 4.7017, -0.4657)  0.00
C (-5.0855, 3.7344, -0.3802)  0.00
C (-2.7529, 1.2287, 3.3322)  0.00
C (1.5888, 1.1711, -2.1282)  0.01
C (-2.5463, -1.3285, 4.4095)  0.00
C (-2.5828, 1.0598, 4.7017)  0.00
C (-2.7087, -1.1635, 3.0409)  0.01
C (0.6936, -2.5978, 0.4627)  0.01
C (-0.0173, -0.3548, -3.1317)  0.00
C (-2.4173, 3.0799, 0.1477)  0.00
C (1.7614, -1.8873, -0.0929)  -0.01
C (-2.4755, -0.2151, 5.2397)  0.00
C (-6.5323, -2.2029, -0.8591)  0.00
C (-2.8121, 0.1187, 2.4984)  -0.02
C (-5.5866, -1.7561, -1.7704)  0.00
C (2.3825, 0.0345, -1.4641)  0.00
C (2.9811, -2.5777, -0.0874)  -0.01
C (-1.2240, -1.2345, -2.8251)  0.03
C (1.9887, -4.5360, 0.9559)  0.00
C (-4.7476, 2.4360, -0.0320)  0.00
C (-4.4848, -1.0382, -1.3304)  0.00
C (3.0725, -3.8649, 0.4171)  0.00
C (-6.3794, -1.9243, 0.4917)  0.00
C (0.7776, -3.8669, 0.9760)  0.00
C (-0.5358, 2.0060, -2.8241)  0.02
H (-2.4842, -2.3244, 4.8282)  0.00
H (-1.4484, -1.2469, -1.7554)  -0.02
H (-0.3782, 2.8411, -2.1409)  0.00
H (-2.1213, -0.9120, -3.3488)  0.00
H (1.6539, 2.0852, -1.5348)  -0.01
H (-2.3494, -0.3432, 6.3059)  0.00
H (-2.5397, 1.9265, 5.3474)  0.00
H (2.0874, -5.5372, 1.3453)  0.00
H (0.0530, 1.0309, 2.7559)  0.00
H (-0.0428, 2.2539, -3.7734)  0.00
H (-2.2140, 1.1130, -3.8808)  0.00
H (-5.5115, 1.6690, 0.0226)  0.00
H (-4.3487, 5.7159, -0.7405)  0.00
H (4.5693, 0.7607, 2.2536)  0.00
H (-0.3902, -0.5614, 2.7398)  0.01
H (-1.0203, -2.2622, -3.1245)  0.00
H (3.9980, -0.6711, 3.0357)  0.00
H (-7.3896, -2.7656, -1.2014)  0.00
H (-2.5191, 1.4413, -2.1629)  0.00
H (2.7362, -0.6796, -2.2118)  0.00
H (-7.1183, -2.2656, 1.2039)  0.00
H (-5.7058, -1.9671, -2.8245)  0.00
H (-3.7524, -0.6865, -2.0468)  0.00
H (-2.8312, 2.2250, 2.9127)  0.00
H (-6.1152, 3.9904, -0.5873)  0.00
H (-5.1794, -0.9759, 1.9885)  0.00
H (-1.9989, 5.1389, -0.2611)  0.00
H (-2.7636, -2.0346, 2.3941)  0.00
H (-0.0615, 0.0045, -4.1659)  0.00
H (3.2697, 0.4642, -0.9927)  0.00
H (0.8781, -0.9621, -3.0560)  0.00
H (1.6985, -0.7276, 3.5219)  0.00
H (-2.4723, 2.7616, -3.3252)  0.00
H (2.0117, 1.3875, -3.1172)  0.01

Atoms 1-6, force components in eV/Å:
As -0.006 -0.131 -0.061
Ti 0.407 0.358 0.360
S 0.022 0.082 -0.087
S -0.073 -0.024 0.003
F 0.064 -0.021 -0.007
F -0.037 -0.020 0.010

- energy relative to the best compared isomer or geometry (same formula, charge and spin) (kJ/mol) = 6.02
- LUMO energy (spin up / spin down) (eV) = -2.6 / -2.3
- gap between HOMO and LUMO (spin up / spin down) (eV) = 7.8 / 8.2
- total charge = +1
- ⟨S²⟩ = 0.755
- spin multiplicity = 2
- HOMO (spin up / spin down) (eV) = -10.455 / -10.511

***

Formula: C4H7ClFInO4S
Source: OMol25
Level of theory: ωB97M-V/def2-TZVPD

Each line ends with the Löwdin charge.
Geometry (Å):
In (0.2680, -0.1465, -1.1837)  0.59
Cl (-0.7767, -1.0127, 2.2732)  0.56
S (1.0022, -2.6328, -0.6744)  0.47
F (1.3338, -3.3296, -2.1319)  -0.34
O (2.2886, -2.6970, -0.0158)  -0.44
O (2.8195, 1.1311, -2.0202)  -0.17
O (0.0013, -3.5462, -0.1549)  -0.47
O (1.4621, 0.8755, -3.7959)  -0.18
C (0.3197, 0.9834, 0.7502)  -0.34
C (1.7759, 0.7697, -2.5951)  -0.85
C (-2.1120, 1.1594, 1.3938)  -0.18
C (-0.7205, 0.7300, 1.8172)  -0.86
H (-2.1504, 2.2469, 1.3459)  0.07
H (-2.8708, 0.8053, 2.0872)  0.05
H (0.2127, 2.0257, 0.4407)  0.04
H (-1.3942, -0.2479, -1.8450)  -0.10
H (-2.3247, 0.7603, 0.4043)  0.04
H (1.3227, 0.8846, 1.1593)  0.03
H (-0.4572, 1.2408, 2.7451)  0.07

Atoms 1-6, force components in eV/Å:
In -0.021 0.927 -0.775
Cl 0.024 -0.333 0.142
S -0.083 -0.360 0.440
F 0.023 0.021 -0.320
O 0.262 0.026 0.134
O 0.265 0.230 0.168

- energy relative to the best compared isomer or geometry (same formula, charge and spin) (kJ/mol) = 0.00
- LUMO energy (eV) = 5.2
- gap between HOMO and LUMO (eV) = 4.8
- total charge = -2
- HOMO (eV) = 0.376

***

Formula: C5H7NO
Source: OMol25
Level of theory: ωB97M-V/def2-TZVPD

Each line ends with the natural charge from an NBO analysis.
Geometry (Å):
O (1.0997, 0.0072, -1.7483)  -0.60
N (2.2264, 0.7111, 0.0838)  -0.82
C (-1.0912, -2.2904, 0.7805)  -0.25
C (-1.3785, 0.7750, -0.4364)  -0.59
C (-0.1698, 0.1605, 0.3164)  -0.39
C (1.1105, 0.2649, -0.5609)  0.69
C (-0.5529, -1.2283, 0.6013)  0.01
H (-1.5802, -3.2242, 0.9410)  0.24
H (-1.5733, 1.7871, -0.0804)  0.21
H (-1.1598, 0.7661, -1.5069)  0.24
H (0.0165, 0.6746, 1.2743)  0.23
H (-2.2825, 0.1719, -0.2943)  0.23
H (3.0801, 0.7710, -0.4556)  0.41
H (2.2753, 0.7828, 1.0864)  0.40

Atoms 1-6, force components in eV/Å:
O 0.005 0.145 0.487
N -0.033 -0.068 -0.120
C 0.346 0.380 -0.006
C -0.044 0.122 -0.063
C -0.070 -0.149 -0.024
C -0.170 -0.145 -0.113

- energy relative to the best compared isomer or geometry (same formula, charge and spin) (kJ/mol) = 156.09
- LUMO energy (eV) = 0.8
- gap between HOMO and LUMO (eV) = 10.6
- HOMO (eV) = -9.757

***

- Number 3 is which compound?
  C5H7NO